(1)
{
  "formula": "C18H18N4O7",
  "method": "ωB97M-V/def2-TZVPD",
  "homo_energy_ev": -8.87,
  "smiles": "O=C(N[C@@H](CO)C(=O)N/N=C/C=C/c1ccc([N+](=O)[O-])o1)OCc1ccccc1",
  "relative_energy_kcal_mol": 70.91,
  "symbols": ["O", "C", "N", "C", "C", "O", "C", "O", "N", "N", "C", "C", "C", "C", "C", "C", "C", "N", "O", "O", "O", "O", "C", "C", "C", "C", "C", "C", "C", "H", "H", "H", "H", "H", "H", "H", "H", "H", "H", "H", "H", "H", "H", "H", "H", "H", "H"],
  "positions_angstrom": [[-2.25735, 1.10483, -1.52768], [-2.62751, -0.02488, -1.86139], [-3.89193, -0.40411, -1.45157], [-4.62524, 0.27863, -0.38169], [-6.14142, -0.18232, -0.30450], [-6.21708, -1.59260, -0.09672], [-4.00244, 0.12477, 0.97704], [-4.57494, -0.49291, 1.84086], [-2.63503, 0.58276, 1.26963], [-1.84548, 0.65292, 2.47491], [-0.71040, 1.16812, 2.38733], [0.47448, 1.07258, 3.37864], [0.42747, 0.70665, 4.68061], [1.61365, 0.49800, 5.51800], [1.50932, 0.20691, 6.85644], [2.90505, 0.22912, 7.24512], [3.75471, 0.54452, 6.15721], [5.16990, 0.80241, 6.26133], [5.80562, 0.87073, 7.31944], [5.77430, 0.98912, 5.17637], [2.90412, 0.66640, 5.04593], [-1.96709, -0.95632, -2.66155], [-0.55368, -0.60945, -2.85746], [0.36684, -1.70089, -3.37441], [0.12207, -3.04500, -3.05714], [0.92062, -4.05238, -3.63901], [1.95959, -3.78236, -4.51619], [2.14461, -2.43503, -4.93848], [1.45550, -1.37904, -4.20384], [-4.13143, -1.40258, -1.73762], [-4.60038, 1.36655, -0.58453], [-6.70497, 0.38071, 0.43381], [-6.66072, 0.04380, -1.24430], [-5.52227, -1.90380, 0.58094], [-2.32328, 1.15751, 0.42347], [-0.51399, 1.63403, 1.43566], [1.36265, 1.33510, 2.79174], [-0.54275, 0.33683, 5.07204], [0.62645, 0.13555, 7.45462], [3.37496, 0.15015, 8.26974], [-0.14503, -0.27403, -1.93003], [-0.44014, 0.30105, -3.53316], [-0.59622, -3.29216, -2.41637], [0.68679, -5.07919, -3.40521], [2.62986, -4.53482, -4.85694], [2.78995, -2.16311, -5.69975], [1.74122, -0.26467, -4.49988]]
}



(2)
{
  "formula": "C18H18N6O",
  "method": "ωB97M-V/def2-TZVPD",
  "homo_energy_ev": -7.72,
  "smiles": "Nc1ccccc1-c1nnn(CC(=O)N2CCCc3ccccc32)n1",
  "relative_energy_kcal_mol": 11.25,
  "symbols": ["N", "C", "C", "C", "C", "C", "C", "C", "N", "N", "N", "C", "C", "O", "N", "C", "C", "C", "C", "C", "C", "C", "C", "C", "N", "H", "H", "H", "H", "H", "H", "H", "H", "H", "H", "H", "H", "H", "H", "H", "H", "H", "H"],
  "positions_angstrom": [[1.36681, 4.18466, -2.59431], [1.21785, 3.41229, -3.70310], [1.50602, 3.93206, -4.97150], [1.30092, 3.18877, -6.11172], [0.80036, 1.89470, -6.02828], [0.51711, 1.35856, -4.79155], [0.72048, 2.09443, -3.62349], [0.43291, 1.46748, -2.35669], [0.62640, 2.02184, -1.13656], [0.26576, 1.14664, -0.26335], [-0.14141, 0.09247, -0.92170], [-0.60278, -1.10884, -0.29727], [0.52908, -1.73768, 0.53309], [1.48857, -2.22027, -0.03135], [0.38251, -1.77893, 1.87900], [1.22638, -2.70039, 2.62405], [0.34747, -3.85610, 3.09067], [-0.71107, -3.32710, 4.05639], [-1.21142, -1.95464, 3.68975], [-2.22690, -1.38173, 4.44582], [-2.67198, -0.09721, 4.19839], [-2.07157, 0.65414, 3.20165], [-1.05880, 0.10699, 2.43736], [-0.65262, -1.21001, 2.64730], [-0.05935, 0.23426, -2.22278], [1.90819, 5.02762, -2.66812], [1.29131, 3.72852, -1.69575], [1.89500, 4.93855, -5.03980], [1.53299, 3.61611, -7.07655], [0.64038, 1.31425, -6.92372], [0.13722, 0.35294, -4.69712], [-0.83333, -1.80516, -1.10809], [-1.49455, -0.90845, 0.29962], [1.66386, -2.17526, 3.47738], [2.02035, -3.04114, 1.95891], [-0.12697, -4.30397, 2.21487], [0.95356, -4.62199, 3.57455], [-0.28466, -3.26228, 5.06273], [-1.55283, -4.02113, 4.11189], [-2.66757, -1.95995, 5.24535], [-3.46633, 0.32411, 4.79530], [-2.38019, 1.67309, 3.02542], [-0.55716, 0.70771, 1.69332]]
}



(3)
{
  "formula": "C18H19AuN8O2S2",
  "method": "ωB97M-V/def2-TZVPD",
  "homo_energy_ev": [-13.82, -13.75],
  "s_squared": 2.032,
  "multiplicity": 3,
  "total_charge": 2,
  "symbols": ["Au", "C", "C", "N", "N", "C", "N", "S", "C", "C", "C", "C", "C", "N", "H", "H", "H", "H", "H", "H", "H", "H", "H", "H", "N", "C", "C", "C", "C", "C", "C", "S", "O", "O", "N", "C", "N", "C", "C", "C", "N", "H", "H", "H", "H", "H", "H", "H", "H", "H"],
  "positions_angstrom": [[0.06820, -0.14128, -0.25822], [-1.66762, 4.00084, -0.16867], [-1.35260, 2.54431, -0.25825], [-0.18243, 2.05200, -0.40369], [0.94643, 2.79731, -0.43026], [2.16721, 2.22976, -0.54311], [3.21202, 3.05714, -0.51954], [2.42560, 0.56892, -0.71582], [-2.45510, 1.56229, -0.16603], [-3.77157, 1.96047, 0.00676], [-4.76878, 0.99907, 0.11196], [-4.42330, -0.33795, 0.06218], [-3.08520, -0.66427, -0.10808], [-2.13861, 0.25648, -0.22929], [-0.80354, 4.64957, -0.28227], [-2.12356, 4.21875, 0.79824], [-2.37767, 4.26898, -0.95140], [0.87261, 3.79361, -0.28530], [3.11998, 4.06077, -0.53116], [4.12768, 2.67000, -0.67872], [-4.03140, 3.00655, 0.06830], [-5.80041, 1.30005, 0.23138], [-5.16507, -1.11710, 0.15920], [-2.76476, -1.69669, -0.15525], [5.30771, 0.86031, 5.91078], [4.11147, 0.75252, 5.34105], [3.65062, 1.76430, 4.44770], [2.42889, 1.64060, 3.85664], [1.62024, 0.53059, 4.16297], [2.07058, -0.49634, 5.00804], [3.29232, -0.38244, 5.60182], [0.10486, 0.33937, 3.28068], [-0.29153, 1.62348, 2.76690], [-0.83398, -0.45706, 3.99564], [0.78006, -0.44598, 2.02165], [0.81127, -1.78103, 1.84894], [1.09012, -2.66741, 2.80202], [1.11685, -3.94684, 2.46351], [0.89651, -4.39476, 1.16316], [0.61528, -3.42777, 0.22007], [0.57178, -2.13992, 0.55303], [5.89853, 1.66009, 5.74415], [5.64738, 0.15265, 6.54520], [4.27420, 2.62965, 4.26192], [2.03825, 2.39336, 3.18644], [1.43086, -1.34974, 5.19045], [3.64304, -1.14697, 6.28342], [1.33060, -4.64538, 3.26468], [0.94472, -5.44091, 0.90515], [0.41824, -3.67527, -0.81528]]
}



(4)
{
  "formula": "C18H19BCoN6",
  "method": "ωB97M-V/def2-TZVPD",
  "homo_energy_ev": [-7.93, -7.93],
  "s_squared": 3.765,
  "multiplicity": 4,
  "relative_energy_kcal_mol": 2.34,
  "symbols": ["H", "N", "B", "N", "C", "Co", "H", "C", "H", "C", "H", "C", "H", "H", "H", "N", "N", "N", "N", "C", "C", "H", "H", "C", "C", "C", "C", "H", "H", "H", "H", "H", "C", "C", "C", "C", "C", "C", "C", "C", "H", "H", "H", "H", "H"],
  "positions_angstrom": [[2.28858, -1.37053, 1.25117], [1.83042, -0.06697, -0.34375], [1.92670, 1.49058, -2.36423], [2.58566, 0.56093, -1.32668], [3.86702, 0.23715, -1.16838], [0.04644, -0.09552, -0.18281], [4.56235, 0.64107, -1.89273], [3.98383, -0.63055, -0.08385], [4.87199, -1.11076, 0.25444], [2.68273, -0.80331, 0.42726], [2.64283, 1.71110, -3.27938], [-3.16376, 1.08985, 1.84553], [-3.77539, 0.67842, 2.66617], [-3.52715, 0.68792, 0.89386], [-3.17116, 2.19128, 1.81957], [1.52953, 2.75255, -1.60026], [0.61811, 0.79550, -2.80270], [0.68056, 2.57250, -0.50225], [-0.23578, 0.11926, -1.93271], [1.83740, 4.05036, -1.78085], [0.13910, 0.72237, -4.04141], [2.49820, 4.30976, -2.60678], [0.73719, 1.18797, -4.81702], [1.19365, 4.77854, -0.78856], [-1.03171, -0.02580, -4.03540], [0.48012, 3.80958, -0.02752], [-1.25777, -0.38691, -2.69196], [1.21997, 5.84838, -0.66436], [-1.60781, -0.30421, -4.88975], [-0.16441, 3.99099, 0.81932], [-2.04358, -0.95377, -2.22469], [-2.13037, 0.73832, 1.98737], [-0.65659, -1.23570, 1.04369], [-1.14611, -2.05584, 1.84449], [-1.68406, -3.04229, 2.70734], [-1.38224, -2.97874, 4.08891], [-1.83477, -3.99281, 4.93449], [-2.60815, -5.04513, 4.42289], [-2.97030, -5.06911, 3.06842], [-2.52611, -4.06663, 2.20363], [-0.79365, -2.14580, 4.48091], [-1.57205, -3.95892, 5.98940], [-2.95688, -5.83714, 5.08766], [-3.58928, -5.87536, 2.67921], [-2.81630, -4.06427, 1.14950]]
}



(5)
{
  "formula": "C18H19BiF5IN4OS",
  "method": "ωB97M-V/def2-TZVPD",
  "homo_energy_ev": [1.68, 2.61],
  "total_charge": -2,
  "relative_energy_kcal_mol": 41.43,
  "symbols": ["C", "I", "H", "H", "H", "C", "C", "N", "C", "N", "H", "H", "C", "C", "N", "H", "N", "H", "Bi", "C", "O", "C", "C", "H", "H", "H", "C", "H", "H", "H", "C", "H", "H", "H", "C", "H", "H", "H", "F", "C", "C", "F", "C", "F", "C", "S", "C", "F", "C", "F"],
  "positions_angstrom": [[3.98645, 1.84810, 1.20276], [4.34486, 3.66493, 0.30985], [4.47672, 1.52877, 2.12111], [2.93684, 1.75165, 1.44849], [3.99477, 1.00302, 0.51577], [0.62273, -1.20113, -3.80051], [1.86390, -1.64809, -3.44622], [2.04899, -1.26931, -2.11866], [0.97635, -0.57766, -1.66080], [0.10376, -0.52858, -2.69953], [0.10998, -1.26357, -4.70565], [2.60130, -2.16550, -3.98198], [-1.27149, 3.61893, 2.73938], [-0.23615, 1.74314, 1.99896], [-1.01233, 2.80070, 1.64284], [-0.60698, 3.33317, 4.84734], [-0.05980, 1.88052, 3.34843], [-1.83919, 4.51095, 2.65198], [0.64483, 0.28920, 0.44309], [1.96776, -1.07697, 1.93225], [3.03356, -1.05282, 2.47393], [-0.66945, 3.04727, 3.80603], [0.69141, 0.98148, 4.22281], [0.36610, 1.19940, 5.25810], [1.78630, 1.16751, 4.16219], [0.48208, -0.08369, 4.00061], [-1.50585, 3.06995, 0.30762], [-2.04286, 4.02027, 0.33139], [-2.19483, 2.28785, -0.03725], [-0.68800, 3.14441, -0.41911], [-1.19856, 0.08979, -2.69983], [-1.34129, 0.60949, -3.64772], [-1.28109, 0.80996, -1.87913], [-1.99682, -0.65327, -2.60671], [3.28890, -1.53256, -1.39263], [3.82078, -0.59239, -1.13993], [3.91885, -2.15125, -2.05294], [3.09358, -2.08038, -0.45454], [-4.50136, -2.93681, -3.05577], [-3.67105, -2.75670, -2.00932], [-2.49891, -3.50582, -1.93054], [-2.15858, -4.36507, -2.89266], [-1.63828, -3.32964, -0.83958], [-0.44219, -3.96715, -0.81503], [-1.95228, -2.41803, 0.18388], [-0.81939, -2.12993, 1.52039], [-3.12639, -1.63035, 0.05879], [-3.33512, -0.59100, 0.92262], [-3.97527, -1.81448, -1.03790], [-5.09732, -1.07833, -1.12669]]
}



(6)
{
  "formula": "C18H19BrCl2N5O2P",
  "method": "ωB97M-V/def2-TZVPD",
  "homo_energy_ev": -8.92,
  "smiles": "N[P@](=O)(Oc1ccc2ncnc(Nc3cccc(Br)c3)c2c1)N(CCCl)CCCl",
  "relative_energy_kcal_mol": 0.00,
  "symbols": ["N", "P", "O", "O", "C", "C", "C", "C", "N", "C", "N", "C", "N", "C", "C", "C", "C", "C", "Br", "C", "C", "C", "N", "C", "C", "Cl", "C", "C", "Cl", "H", "H", "H", "H", "H", "H", "H", "H", "H", "H", "H", "H", "H", "H", "H", "H", "H", "H", "H"],
  "positions_angstrom": [[0.25753, 2.73045, 3.70984], [0.20240, 1.39771, 2.65202], [-0.81400, 0.50387, 3.23839], [1.66836, 0.79165, 2.52315], [1.83535, -0.30214, 1.82595], [3.11235, -0.86351, 1.85582], [3.35868, -2.05900, 1.22289], [2.34999, -2.83605, 0.68547], [2.71428, -4.05563, 0.22723], [1.68324, -4.73840, -0.24913], [0.37635, -4.35964, -0.50931], [0.13570, -3.11829, -0.16801], [-1.12583, -2.62578, -0.38495], [-1.26402, -2.00090, -1.67032], [-2.60828, -1.76357, -2.00079], [-3.01154, -1.24883, -3.22575], [-2.05568, -0.95325, -4.21035], [-0.78034, -0.95467, -3.81871], [0.46747, -0.25609, -5.13365], [-0.36806, -1.43872, -2.53747], [1.06779, -2.33868, 0.60479], [0.83701, -0.98110, 1.07812], [-0.17593, 2.09622, 1.12469], [-1.48688, 2.75246, 1.14211], [-2.25655, 1.99077, 0.09147], [-3.92332, 2.74866, -0.15164], [0.92147, 3.07654, 0.82476], [0.76939, 3.64004, -0.58465], [2.14065, 4.81119, -0.97287], [0.01238, 2.20057, 4.53372], [1.23169, 3.00279, 3.82282], [4.01399, -0.39408, 2.29976], [4.34125, -2.39935, 1.24055], [1.80424, -5.76744, -0.44506], [-1.89824, -3.21742, -0.27250], [-3.53361, -2.05728, -1.49497], [-4.11190, -1.28468, -3.46683], [-2.39542, -0.72640, -5.21569], [0.58915, -1.45619, -2.24322], [-0.14040, -0.63115, 0.88080], [-1.97337, 2.63882, 2.06476], [-1.38510, 3.84284, 1.03179], [-1.74889, 1.97646, -0.89882], [-2.45748, 0.96111, 0.43581], [1.96389, 2.62873, 0.90726], [1.03986, 3.92838, 1.54282], [-0.07578, 4.27067, -0.57380], [0.69616, 2.83827, -1.33830]]
}